No. 1
# C22H23N3O4S2

An isolated molecule of C22H23N3O4S2 (ωB97M-V with the def2-TZVPD basis set, OMol25).

Last column: Löwdin charge in e.
Element x y z (Å)
C -1.48002 2.60243 2.72307  -0.048
C -0.93298 3.58700 1.70134  -0.262
O 0.44384 3.32119 1.52212  -0.174
C 1.15286 4.28436 0.77800  -0.219
C 0.86928 4.27039 -0.72905  -0.128
C 1.27970 2.96062 -1.40655  -0.152
N 0.58016 1.82367 -0.83617  0.021
C 1.15480 0.99263 0.06800  -0.556
N 0.54065 0.02425 0.67277  0.112
C -0.76284 -0.17714 0.36590  -0.260
C -1.42298 0.60168 -0.56494  -0.381
C -0.76934 1.68912 -1.22770  -0.448
O -1.25126 2.44659 -2.04504  0.067
S -3.07100 0.12536 -0.82285  1.109
C -2.88150 -1.16912 0.33391  -0.457
C -3.85173 -2.09508 0.68985  -0.085
C -3.52932 -3.06390 1.61713  -0.074
C -2.26036 -3.11017 2.19439  -0.073
C -1.29481 -2.19197 1.84865  -0.014
C -1.59489 -1.21074 0.90402  -0.188
H -0.31563 -2.21849 2.30211  0.112
H -2.03611 -3.87645 2.92073  0.104
H -4.26978 -3.79589 1.90188  0.105
H -4.83261 -2.05123 0.24319  0.109
S 2.85930 1.21755 0.40864  1.062
C 3.25254 -0.22491 1.44940  -0.327
H 2.50165 -0.29155 2.23284  0.082
C 3.33047 -1.47316 0.57539  -0.577
O 4.32893 -1.77895 -0.03623  0.055
N 2.18545 -2.18837 0.58182  0.068
H 1.36869 -1.71724 0.96022  0.081
C 1.91066 -3.19911 -0.42423  -0.076
C 0.88152 -2.68697 -1.37829  -0.258
C 0.91769 -1.65241 -2.26816  -0.017
C -0.38422 -1.55603 -2.81727  -0.060
C -1.11321 -2.53508 -2.21798  -0.131
O -0.35930 -3.22002 -1.34146  0.047
H -2.13636 -2.83579 -2.32432  0.124
H -0.72539 -0.85362 -3.54990  0.110
H 1.76859 -1.04651 -2.50598  0.119
H 1.53566 -4.10639 0.05732  0.131
H 2.85581 -3.41086 -0.93175  0.130
H 4.23511 0.00275 1.86056  0.087
H 2.35421 2.79663 -1.31418  0.079
H 1.00300 3.00912 -2.46399  0.134
H -0.19236 4.44136 -0.91250  0.108
H 1.42738 5.08478 -1.19135  0.122
H 2.20738 4.05416 0.95559  0.107
H 0.93759 5.29009 1.17039  0.124
H -1.06622 4.62029 2.05686  0.124
H -1.47910 3.48155 0.75227  0.114
H -0.96620 2.72815 3.67218  0.079
H -2.54419 2.76829 2.86474  0.080
H -1.32218 1.58317 2.38002  0.059

multiplicity = 1
SMILES = CCOCCCn1c(SCC(=O)NCc2ccco2)nc2c(sc3ccccc32)c1=O
ΔE to the lowest compared entry with this formula, charge and spin = 0.0 kJ/mol

No. 2
# C22H23N4O6Y

C22H23N4O6Y as an isolated structure (ωB97M-V with the def2-TZVPD basis set, OMol25).

Last column: Löwdin charge in e.
Element x y z (Å)
Y 0.22173 -0.24458 -0.23652  1.614
O 1.77736 0.54626 1.05822  -0.395
C 2.93087 -0.13474 1.42234  -0.325
C 3.38778 -1.03070 0.27670  -0.163
N 2.26288 -1.81228 -0.26543  -0.213
C 1.89188 -2.95553 0.57104  -0.092
C 0.37974 -3.26387 0.61067  -0.638
O 0.01829 -4.31451 1.10501  0.045
O -0.37993 -2.32037 0.16432  -0.164
C 2.51520 -2.19813 -1.66276  -0.081
C 1.90302 -1.17770 -2.63099  -0.626
O 2.51362 -0.75389 -3.59510  0.050
O 0.69731 -0.84998 -2.29094  -0.189
H 2.09750 1.73356 -0.19559  0.034
H 2.76944 -0.74395 2.32691  0.085
H 3.75979 0.54130 1.67985  0.117
H 4.21559 -1.68345 0.59121  0.132
H 3.75355 -0.40286 -0.53942  0.114
H 2.19194 -2.75479 1.60271  0.118
H 2.41780 -3.86876 0.27336  0.133
H 2.03114 -3.15669 -1.85870  0.139
H 3.58518 -2.30940 -1.85881  0.130
C -0.68076 -2.43404 3.91140  -0.031
C -2.05079 -2.60544 3.81949  -0.034
C -2.78449 -1.73593 3.03124  0.001
C -2.10688 -0.74100 2.33796  -0.231
N -0.78513 -0.60375 2.38478  0.081
C -0.09458 -1.41975 3.17303  -0.114
C -2.81354 0.25827 1.49750  -0.186
C -4.10229 0.66377 1.82427  0.001
C -4.71137 1.63614 1.05633  -0.031
C -4.01559 2.17534 -0.00952  -0.002
C -2.72939 1.72168 -0.27486  -0.184
N -2.13807 0.77551 0.46479  0.117
C -1.97102 2.23470 -1.45012  -0.208
C -2.31271 3.41961 -2.09060  -0.010
C -1.61561 3.77773 -3.23209  -0.045
C -0.61607 2.94531 -3.70154  -0.029
C -0.31358 1.79992 -2.98399  -0.105
N -0.97019 1.46376 -1.87265  0.059
H -0.06671 -3.08927 4.51186  0.115
H -2.54334 -3.41244 4.34465  0.115
H -3.85332 -1.85583 2.92675  0.113
H 0.97590 -1.26015 3.19490  0.099
H -4.60129 0.23618 2.68110  0.114
H -5.71417 1.97016 1.28603  0.116
H -4.47732 2.91929 -0.63973  0.108
H -3.09271 4.05961 -1.70696  0.106
H -1.85682 4.69632 -3.75082  0.112
H -0.06318 3.17769 -4.60039  0.113
H 0.46531 1.11123 -3.28460  0.099
C 2.99223 2.26253 -1.89790  -0.131
O 1.84618 2.00538 -1.10604  -0.184
H 3.57464 3.09550 -1.49538  0.082
H 2.65285 2.52538 -2.89922  0.078
H 3.63213 1.38164 -1.99779  0.071

multiplicity = 1

No. 3
# C22H23N5O2

An isolated molecule of C22H23N5O2 (ωB97M-V with the def2-TZVPD basis set, OMol25).

Last column: Löwdin charge in e.
Element x y z (Å)
C -6.92260 -2.54150 -0.26836  -0.089
H -6.27984 -3.36012 -0.60807  0.096
O -6.26054 -1.70963 0.65321  -0.081
C -5.13628 -1.05108 0.26033  -0.264
C -4.52915 -0.25783 1.21090  0.048
C -3.36477 0.46562 0.91587  -0.160
C -2.72502 1.28611 1.87193  -0.017
C -1.58770 1.96963 1.56022  -0.026
C -1.01416 1.87561 0.26991  -0.169
C -1.63048 1.09796 -0.68169  0.022
C -2.80292 0.37796 -0.38592  -0.164
C -3.44452 -0.43655 -1.33906  -0.018
C -4.57865 -1.13530 -1.03161  -0.009
H -5.04214 -1.75061 -1.78673  0.104
H -3.02341 -0.50661 -2.33205  0.116
H -1.23044 1.04668 -1.68404  0.122
C 0.22552 2.58839 -0.00927  -0.182
C 1.39755 2.19966 -0.64770  -0.152
C 2.23988 3.32009 -0.54292  -0.108
N 1.64630 4.31283 0.08730  0.035
N 0.44194 3.85830 0.41541  0.028
H -0.21375 4.45949 0.88899  0.159
H 3.24106 3.42922 -0.90896  0.107
C 1.75580 0.87279 -1.22636  -0.127
N 2.52320 0.09018 -0.25902  -0.125
C 1.74053 -0.34663 0.88747  -0.146
C 1.00762 -1.63270 0.46009  -0.133
H 0.01197 -1.39202 0.08481  0.094
H 0.89640 -2.31718 1.29758  0.109
C 1.89822 -2.21184 -0.64931  -0.115
H 1.34767 -2.32511 -1.58267  0.107
H 2.32368 -3.17431 -0.37684  0.096
C 3.02359 -1.16280 -0.81594  -0.253
C 4.25747 -1.54305 -0.06845  -0.194
N 4.53294 -2.73722 0.37138  0.127
O 5.72663 -2.66647 0.98108  -0.069
N 6.21964 -1.41877 0.93495  0.114
C 5.35349 -0.68525 0.29650  -0.276
C 5.51975 0.75611 0.02197  -0.019
H 4.61055 1.28270 0.30399  0.065
H 6.37306 1.14048 0.57245  0.083
H 5.68157 0.90938 -1.04442  0.088
H 3.30397 -1.02207 -1.86594  0.156
H 2.44134 -0.56660 1.69835  0.125
H 1.06408 0.43769 1.22009  0.108
H 2.40059 1.03193 -2.09617  0.130
H 0.85207 0.34149 -1.55491  0.113
H -1.09570 2.57626 2.30764  0.113
H -3.15233 1.35792 2.86140  0.115
H -4.96497 -0.20019 2.19620  0.127
H -7.77355 -2.95531 0.27044  0.094
H -7.28519 -1.97772 -1.13407  0.096

multiplicity = 1
SMILES = COc1ccc2cc(-c3[nH]ncc3CN3CCC[C@@H]3c3nonc3C)ccc2c1
ΔE to the lowest compared entry with this formula, charge and spin = 439.1 kJ/mol

No. 4
# C22H23N5O3S

An isolated molecule of C22H23N5O3S (ωB97M-V with the def2-TZVPD basis set, OMol25).

Last column: Löwdin charge in e.
Element x y z (Å)
C -2.38846 -3.27489 1.13548  -0.070
H -1.47468 -3.85792 1.23684  0.096
H -3.19251 -3.92558 0.77774  0.097
O -2.08909 -2.26408 0.20245  -0.101
C -3.04772 -1.36729 -0.10444  -0.227
C -4.36784 -1.41106 0.33349  0.003
C -5.27557 -0.44270 -0.05406  -0.030
C -4.91355 0.60143 -0.89452  -0.275
C -3.59794 0.66040 -1.32923  0.003
C -2.67683 -0.29556 -0.93242  -0.140
N -1.34027 -0.17687 -1.34266  -0.021
C -0.53263 0.92393 -1.34818  -0.620
N 0.63780 0.56497 -1.82078  0.050
N 0.54622 -0.72947 -2.08320  -0.028
N -0.60272 -1.18493 -1.80090  0.086
S -0.95706 2.52146 -0.80396  0.985
C -1.48947 2.13320 0.90747  -0.330
H -2.56795 1.96797 0.92468  0.080
C -0.77133 0.90334 1.45417  -0.417
O -1.43953 -0.01911 1.88983  0.079
C 0.66447 0.92056 1.36071  -0.156
C 1.49333 -0.20112 1.34426  -0.192
N 2.76384 0.22566 1.16589  0.003
C 2.78707 1.59953 1.06922  -0.257
C 1.50962 2.05437 1.17880  -0.010
H 1.20496 3.08096 1.15302  0.103
C 4.05108 2.35495 0.87723  -0.008
H 4.74870 2.17337 1.69586  0.085
H 3.83284 3.41810 0.83712  0.085
H 4.53555 2.06429 -0.05420  0.082
C 3.93051 -0.61183 1.05905  -0.041
C 4.48966 -0.62686 -0.33133  -0.265
C 3.89289 -0.66967 -1.55538  -0.008
C 4.94934 -0.65943 -2.50142  -0.051
C 6.10156 -0.61416 -1.78364  -0.124
O 5.83709 -0.58984 -0.46380  0.035
H 7.13317 -0.59559 -2.07384  0.116
H 4.85198 -0.68292 -3.56681  0.102
H 2.84422 -0.69120 -1.76967  0.066
H 4.71097 -0.24666 1.73623  0.139
H 3.65742 -1.62485 1.36888  0.129
C 1.11328 -1.63300 1.41145  0.002
H 1.48211 -2.17108 0.53764  0.089
H 1.50970 -2.10468 2.31161  0.092
H 0.03023 -1.70576 1.43686  0.054
H -1.24107 3.02071 1.48835  0.086
H -3.27949 1.46149 -1.98024  0.107
C -5.91168 1.62709 -1.33624  -0.048
H -6.43007 1.28181 -2.23118  0.084
H -6.65617 1.79947 -0.56262  0.077
H -5.42157 2.56827 -1.57284  0.077
H -6.29147 -0.50370 0.30792  0.115
H -4.69395 -2.20026 0.99088  0.107
H -2.65896 -2.84526 2.10447  0.104

multiplicity = 1
SMILES = COc1ccc(C)cc1-n1nnnc1SCC(=O)c1cc(C)n(Cc2ccco2)c1C
ΔE to the lowest compared entry with this formula, charge and spin = 461.4 kJ/mol

For the records above, the corresponding frontier orbital gap values read 8.15; 8.27; 8.23; 8.50 eV.
For the records above, the corresponding LUMO energy values read 0.02; -0.61; 0.16; 0.52 eV.